1.
Density functional theory data (wB97M-V/def2-TZVPD) for a single C6H14O molecule.

Last column: Löwdin charge in e.
Element x y z (Å)
C  0.027  1.546  2.405  -0.12
O  -0.258  1.316  1.050  -0.20
C  -0.531  -0.037  0.758  -0.22
C  -0.025  -0.386  -0.644  -0.60
C  -0.356  -1.856  -0.917  -0.06
C  -0.705  0.507  -1.687  -0.05
C  1.491  -0.172  -0.683  -0.05
H  0.948  1.025  2.712  0.09
H  -0.794  1.217  3.061  0.09
H  0.169  2.622  2.532  0.09
H  -1.616  -0.227  0.835  0.14
H  -0.029  -0.693  1.489  0.13
H  0.124  -2.516  -0.183  0.08
H  -0.003  -2.151  -1.912  0.09
H  -1.438  -2.035  -0.878  0.08
H  -0.534  1.564  -1.464  0.08
H  -1.788  0.334  -1.710  0.09
H  -0.310  0.297  -2.689  0.09
H  1.735  0.874  -0.473  0.08
H  1.899  -0.433  -1.667  0.08
H  1.994  -0.797  0.066  0.09

Its orbital gap is 0.39163 Ha. The total energy comes out at -312.2333 hartree. The net charge is 0. Its relative energy (zero: lowest compared OMol25 entry of this formula, charge and spin) is 13.6 kcal/mol. As for the SMILES: COCC(C)(C)C.


2.
Density functional theory data (wB97M-V/def2-TZVPD) for a single C6H14O molecule.

Last column: Löwdin charge in e.
Element x y z (Å)
C  0.439  3.344  -0.040  -0.13
C  1.034  2.084  0.583  -0.26
C  -0.028  0.978  0.492  -0.24
C  0.391  -0.490  0.381  -0.18
C  -0.815  -1.243  -0.150  -0.29
O  -0.497  -2.594  -0.336  -0.18
C  -1.577  -3.307  -0.873  -0.13
H  1.083  4.223  0.057  0.07
H  -0.530  3.575  0.418  0.07
H  0.246  3.166  -1.105  0.07
H  1.940  1.790  0.037  0.10
H  1.351  2.277  1.618  0.11
H  -0.733  1.085  1.328  0.12
H  -0.617  1.171  -0.415  0.10
H  0.707  -0.945  1.329  0.12
H  1.217  -0.618  -0.330  0.12
H  -1.667  -1.133  0.548  0.13
H  -1.140  -0.787  -1.104  0.12
H  -2.449  -3.272  -0.200  0.09
H  -1.253  -4.342  -0.997  0.09
H  -1.882  -2.897  -1.850  0.09

Its orbital gap is 0.40193 Ha. The total energy comes out at -312.2221 hartree. The net charge is 0. Its relative energy (zero: lowest compared OMol25 entry of this formula, charge and spin) is 20.7 kcal/mol. As for the SMILES: CCCCCOC.


3.
Density functional theory data (wB97M-V/def2-TZVPD) for a molecular structure, C6H14O.

Last column: Löwdin charge in e.
Element x y z (Å)
C  0.933  -0.206  2.414  0.06
O  -1.108  0.162  1.614  -0.20
C  -1.349  -0.271  0.407  -0.33
C  -0.129  0.054  -0.709  -0.57
C  -0.561  -0.703  -1.963  -0.06
C  -0.106  1.567  -0.895  -0.05
C  1.113  -0.443  -0.145  -0.01
H  2.014  -0.390  2.420  0.06
H  0.364  -0.993  2.892  0.06
H  0.675  0.786  2.766  0.06
H  -2.163  0.276  -0.110  0.12
H  -1.532  -1.367  0.307  0.12
H  -0.523  -1.788  -1.813  0.08
H  0.082  -0.454  -2.815  0.09
H  -1.592  -0.436  -2.227  0.09
H  0.006  2.061  0.077  0.09
H  -1.046  1.915  -1.338  0.09
H  0.715  1.882  -1.549  0.08
H  0.872  -0.332  1.114  0.01
H  2.003  0.188  -0.179  0.11
H  1.331  -1.506  -0.268  0.11

Its orbital gap (spin up / spin down) is 0.28633 / 0.28556 Ha. The total energy comes out at -312.0730 hartree. The net charge is 0. Its relative energy (zero: lowest compared OMol25 entry of this formula, charge and spin) is 114.2 kcal/mol.


4.
Density functional theory data (wB97M-V/def2-TZVPD) for 3 unconnected molecules or ions with the total composition C6H14O2 at a distorted geometry.

Last column: Löwdin charge in e.
Element x y z (Å)
C  2.964  0.241  -0.554  -0.15
C  1.684  -0.460  -0.385  -0.09
C  -0.007  -0.393  -0.561  -0.21
C  -0.622  0.301  -1.760  -0.08
C  0.588  -0.370  1.947  -0.05
C  0.736  0.225  0.532  -0.39
H  3.623  0.100  0.307  0.07
H  3.533  -0.024  -1.469  0.05
H  2.812  1.315  -0.721  0.07
H  -0.445  -1.359  -0.330  0.09
H  -1.699  0.236  -1.829  0.05
H  -0.295  1.339  -1.634  0.07
H  -0.140  -0.128  -2.644  0.07
H  0.440  -1.427  1.739  0.07
H  1.541  -0.355  2.496  0.06
H  0.710  1.317  0.480  0.13
H  -3.242  1.522  0.797  -0.05
H  -0.216  0.027  2.563  0.07
O  -2.882  1.030  0.072  -0.23
H  -3.555  -1.680  0.359  -0.10
H  -2.894  -0.051  0.278  -0.05
O  -2.635  -1.406  0.318  -0.41

Its orbital gap (spin up / spin down) is 0.28263 / 0.27393 Ha. The total energy comes out at -387.3612 hartree. The net charge is -1. Its spin multiplicity is 2. Its relative energy (zero: lowest compared OMol25 entry of this formula, charge and spin) is 42.3 kcal/mol.


5.
Density functional theory data (wB97M-V/def2-TZVPD) for 3 unconnected molecules or ions with the total composition C6H14O2 at a distorted geometry.

Last column: Löwdin charge in e.
Element x y z (Å)
C  -0.521  -2.001  -1.925  -0.11
C  0.369  -1.746  -0.664  -0.25
C  -0.451  -1.071  0.457  -0.43
C  -0.871  -1.791  1.567  -0.07
C  -1.565  1.201  0.793  -0.13
C  -0.819  0.274  0.097  -0.28
H  -0.041  -2.732  -2.571  0.04
H  -0.415  -1.094  -2.529  0.05
H  -1.526  -2.124  -1.536  0.07
H  1.138  -1.019  -0.954  0.08
H  0.907  -2.578  -0.195  0.08
H  -1.598  -1.362  2.237  -0.01
H  -0.367  -2.710  1.849  -0.01
H  -1.802  2.150  0.335  -0.01
H  -1.666  0.986  1.860  -0.01
H  -0.414  0.596  -0.859  0.06
H  2.514  2.114  -1.695  0.02
H  1.938  2.481  -0.283  0.01
O  1.925  1.797  -1.003  -0.09
H  0.812  2.137  1.652  0.04
H  1.308  3.523  2.067  0.04
O  1.145  2.971  1.300  -0.08

Its orbital gap (spin up / spin down) is 0.11983 / 0.22059 Ha. The total energy comes out at -387.4050 hartree. The net charge is -1. Its spin multiplicity is 2. Its relative energy (zero: lowest compared OMol25 entry of this formula, charge and spin) is 14.8 kcal/mol.


6.
Density functional theory data (wB97M-V/def2-TZVPD) for 3 unconnected molecules or ions with the total composition C6H14O2 at a distorted geometry.

Last column: Löwdin charge in e.
Element x y z (Å)
C  -1.544  -0.175  1.543  -0.06
C  -1.339  1.274  1.219  -0.35
C  -0.997  1.606  -0.030  -0.10
C  -0.765  0.727  -1.190  -0.18
C  -0.339  1.194  -2.366  0.01
C  -1.728  2.265  2.252  -0.07
H  -2.388  -0.527  0.930  0.10
H  -1.857  -0.449  2.556  0.08
H  -0.692  -0.809  1.401  0.04
H  -0.804  2.655  -0.291  0.11
H  -0.631  -0.338  -0.992  0.10
H  -0.151  2.259  -2.390  0.05
H  -0.046  0.586  -3.198  0.05
H  -1.285  1.943  3.233  0.09
H  -2.766  2.298  2.576  0.08
H  -1.393  3.259  1.903  0.08
H  3.790  -4.455  -2.076  0.03
H  3.971  -2.924  -2.300  0.02
O  3.331  -3.612  -2.133  -0.05
H  2.460  -1.131  0.289  0.03
H  1.028  -1.189  0.979  -0.01
O  1.826  -1.666  0.748  -0.04

Its orbital gap is 0.33974 Ha. The total energy comes out at -387.4236 hartree. The net charge is 0. Its relative energy (zero: lowest compared OMol25 entry of this formula, charge and spin) is 52.6 kcal/mol. As for the SMILES: C=CC=C(C)C.O.O.


7.
Density functional theory data (wB97M-V/def2-TZVPD) for 2 unconnected molecules or ions with the total composition C6H14O2 at a distorted geometry.

Last column: Löwdin charge in e.
Element x y z (Å)
O  -1.484  2.839  1.909  0.06
C  -1.389  2.079  0.984  -0.28
C  -0.183  1.877  0.101  -0.15
C  0.114  0.383  -0.012  -0.21
C  1.464  0.022  -0.616  -0.44
C  1.414  0.266  -2.143  -0.08
C  1.858  -1.421  -0.282  -0.07
H  -2.215  1.360  0.794  0.13
H  0.690  2.319  0.548  0.11
H  -0.407  2.458  -0.803  0.13
H  -0.010  -0.057  0.978  0.12
H  -0.648  -0.121  -0.596  0.11
H  2.245  0.728  -0.326  0.13
H  0.419  0.022  -2.532  0.07
H  2.042  -0.423  -2.714  0.08
H  1.561  1.313  -2.398  0.07
H  2.883  -1.600  -0.573  0.08
H  1.645  -1.601  0.767  0.07
H  1.183  -2.048  -0.872  0.08
H  -2.048  -4.812  1.083  0.03
H  -2.054  -3.730  -0.132  0.03
O  -1.545  -4.307  0.439  -0.06

Its orbital gap is 0.38138 Ha. The total energy comes out at -387.4618 hartree. The net charge is 0. Its relative energy (zero: lowest compared OMol25 entry of this formula, charge and spin) is 28.7 kcal/mol. As for the SMILES: CC(C)CCC=O.O.


8.
Density functional theory data (wB97M-V/def2-TZVPD) for 3 unconnected molecules or ions with the total composition C6H14O2 at a distorted geometry.

Last column: Löwdin charge in e.
Element x y z (Å)
C  0.305  -0.908  0.033  -0.24
C  -0.304  0.157  0.698  -0.29
C  2.156  0.039  0.799  -0.15
C  -2.154  -0.779  0.440  -0.13
C  2.788  0.815  -0.331  -0.18
C  -2.962  -0.185  -0.683  -0.16
O  0.382  -0.951  -1.305  0.05
O  -0.502  1.351  0.045  0.00
H  0.383  -0.041  -1.642  0.12
H  0.315  1.856  -0.057  0.09
H  0.347  -1.883  0.500  0.14
H  -0.296  0.186  1.778  0.13
H  2.112  0.596  1.738  0.06
H  2.662  -0.903  1.008  0.05
H  -2.105  -1.866  0.391  0.07
H  -2.501  -0.499  1.433  0.06
H  3.833  1.088  -0.129  0.07
H  2.797  0.234  -1.257  0.07
H  -4.002  -0.534  -0.689  0.07
H  -3.001  0.903  -0.600  0.06
H  2.271  1.761  -0.519  0.05
H  -2.525  -0.436  -1.652  0.06

Its orbital gap is 0.27193 Ha. The total energy comes out at -387.3056 hartree. The net charge is 0. Its relative energy (zero: lowest compared OMol25 entry of this formula, charge and spin) is 126.7 kcal/mol.


9.
Density functional theory data (wB97M-V/def2-TZVPD) for a single C6H14O2 molecule at a distorted geometry.

Last column: Löwdin charge in e.
Element x y z (Å)
C  -0.073  -0.215  0.733  -0.52
C  0.885  -0.557  -0.320  -0.30
C  0.480  0.652  -1.631  -0.15
C  -0.087  1.187  1.295  -0.03
C  0.636  -1.273  2.058  0.02
C  -0.946  0.757  -2.127  -0.14
O  -1.342  -0.749  0.478  -0.01
O  0.745  -1.822  -0.878  -0.01
H  -1.993  -0.036  0.416  0.11
H  -0.175  -2.103  -0.720  0.10
H  1.923  -0.337  -0.089  0.14
H  0.879  1.624  -1.333  0.08
H  1.120  0.271  -2.432  0.09
H  0.926  1.577  1.401  0.10
H  -0.571  1.192  2.277  0.09
H  -0.655  1.868  0.654  0.08
H  1.525  -0.804  2.483  0.06
H  0.849  -2.295  1.738  0.05
H  -0.162  -1.323  2.803  0.05
H  -0.994  1.288  -3.087  0.07
H  -1.395  -0.228  -2.283  0.07
H  -1.575  1.327  -1.437  0.05

Its orbital gap is 0.33907 Ha. The total energy comes out at -387.4241 hartree. The net charge is 0. Its relative energy (zero: lowest compared OMol25 entry of this formula, charge and spin) is 52.4 kcal/mol. As for the SMILES: CC[C@H](O)C(C)(C)O.


10.
Density functional theory data (wB97M-V/def2-TZVPD) for 3 unconnected molecules or ions with the total composition C6H14O2 at a distorted geometry.

Last column: Löwdin charge in e.
Element x y z (Å)
C  -1.724  0.346  -1.382  -0.10
C  -1.274  -0.814  -0.480  -0.21
C  0.235  -0.963  -0.429  -0.36
C  1.029  -0.968  -1.512  0.06
C  0.282  -1.227  2.107  0.00
C  0.792  -1.292  0.872  -0.16
H  -1.446  0.117  -2.414  0.07
H  -1.500  1.326  -0.970  0.06
H  -2.830  0.368  -1.405  0.08
H  -1.655  -1.747  -0.915  0.12
H  -1.685  -0.640  0.507  0.09
H  2.033  -1.343  -1.363  0.07
H  0.720  -0.819  -2.532  0.07
H  0.966  -1.425  2.923  0.06
H  -0.774  -1.133  2.347  0.06
H  1.863  -1.504  0.906  0.10
H  -0.293  1.473  2.450  0.03
H  0.298  2.244  1.240  0.05
O  -0.304  1.520  1.504  -0.06
H  0.730  1.197  -0.573  -0.01
H  0.710  2.404  -1.502  0.03
O  1.134  2.064  -0.735  -0.05

Its orbital gap is 0.35038 Ha. The total energy comes out at -387.4321 hartree. The net charge is 0. Its relative energy (zero: lowest compared OMol25 entry of this formula, charge and spin) is 47.3 kcal/mol. As for the SMILES: C=CC(=C)CC.O.O.


11.
Density functional theory data (wB97M-V/def2-TZVPD) for 2 unconnected molecules or ions with the total composition C6H14O2 at a distorted geometry.

Last column: Löwdin charge in e.
Element x y z (Å)
C  -1.850  -1.624  0.962  -0.34
O  -2.639  -1.532  2.019  0.01
C  -1.032  -0.349  0.718  -0.23
C  0.040  0.123  1.689  -0.19
C  1.443  -0.461  1.369  -0.14
C  3.453  0.143  0.051  0.18
C  2.125  0.187  0.167  0.00
H  -1.154  -2.404  0.984  0.10
H  -2.390  -1.667  -0.080  0.16
H  -3.474  -1.163  1.771  0.11
H  -0.699  -0.277  -0.355  0.12
H  -1.742  0.470  0.728  0.11
H  -0.073  1.161  1.961  0.11
H  -0.499  -0.303  2.663  0.17
H  2.122  -0.235  2.281  0.17
H  1.664  -1.561  1.402  0.17
H  4.247  -0.144  0.959  0.20
H  3.912  0.233  -0.946  0.11
H  1.359  0.473  -0.663  0.18
H  -1.307  2.429  -5.321  0.10
H  -1.664  3.253  -6.650  0.02
O  -1.840  3.246  -5.708  -0.11

Its orbital gap (spin up / spin down) is 0.30719 / 0.15312 Ha. The total energy comes out at -387.0267 hartree. The net charge is +1. Its spin multiplicity is 2. Its relative energy (zero: lowest compared OMol25 entry of this formula, charge and spin) is 83.8 kcal/mol.


12.
Density functional theory data (wB97M-V/def2-TZVPD) for 3 unconnected molecules or ions with the total composition C6H14O2 at a distorted geometry.

Last column: Löwdin charge in e.
Element x y z (Å)
C  2.618  -1.026  1.632  0.01
C  2.327  -0.574  0.243  -0.18
C  3.301  -0.219  -0.673  0.28
C  0.875  -0.384  -0.062  -0.18
C  -0.107  -1.325  0.528  -0.16
C  -0.987  -1.937  -0.257  0.06
H  3.526  -0.574  2.045  0.11
H  2.712  -2.124  1.475  0.15
H  1.845  -0.885  2.370  0.10
H  4.334  -0.147  -0.326  0.12
H  2.978  -0.029  -1.685  0.11
H  0.781  0.619  0.387  0.16
H  0.729  -0.143  -1.126  0.14
H  -0.106  -1.506  1.588  0.11
H  -1.069  -2.036  -1.342  0.09
H  -1.863  -2.490  0.085  0.08
H  -1.567  1.610  0.665  0.05
H  -0.801  1.174  -0.725  0.01
O  -1.243  1.862  -0.198  -0.04
H  -5.951  3.834  -2.191  0.02
H  -5.924  3.073  -0.812  0.02
O  -6.408  3.227  -1.620  -0.05

Its orbital gap (spin up / spin down) is 0.30915 / 0.16222 Ha. The total energy comes out at -387.0800 hartree. The net charge is +1. Its spin multiplicity is 2. Its relative energy (zero: lowest compared OMol25 entry of this formula, charge and spin) is 50.4 kcal/mol.